Here is a gas-phase ion, C6H14NO (charge -1) in a non-equilibrium geometry from the OMol25 dataset. Energies are from ωB97M-V with the def2-TZVPD basis set.

Geometry as XYZ:
```
22
Properties=species:S:1:pos:R:3
H 2.136 0.106 -0.567
C -1.598 -0.251 2.591
H -0.730 -0.431 3.276
C 1.486 0.313 -1.422
H -2.424 -1.415 0.942
H 1.476 -0.599 -2.026
H -1.709 -0.018 -0.478
O -2.730 -0.212 3.305
C 0.100 0.708 -0.933
H 1.852 2.404 -1.797
H -0.347 1.306 -1.735
N -0.772 -0.382 -0.593
C -1.521 -1.458 1.547
C 2.087 1.440 -2.257
H -1.195 -2.319 2.129
C -0.350 -1.182 0.565
H 3.183 1.422 -2.243
H 1.748 1.362 -3.288
H 0.514 -0.769 1.066
H -0.055 -2.151 0.161
H -1.407 0.635 1.919
H 0.256 1.490 -0.162
```

For the largest force on an atom, the calculation gives 2.94 eV Å⁻¹. Its energy above the lowest of the compared OMol25 structures with the same formula, charge and spin is 26.67 kcal/mol. As for the SMILES: CCCNCCC[O-]. The charge is -1. As for the energy: -366.95915 hartree.